Record 1
Density functional theory data (ωB97M-V/def2-TZVPD) for C64H68BrN9O3SiSr as an isolated structure.

```
147
C64H68BrN9O3SiSr | the OMol25 dataset | ωB97M-V/def2-TZVPD
Sr -0.48 -0.57 0.01
N 0.10 -4.24 0.83
C -0.60 -3.80 1.89
C -0.86 -4.65 2.99
C -1.57 -4.16 4.05
C -2.03 -2.85 4.04
C -1.74 -2.09 2.93
N -1.05 -2.54 1.87
H 0.53 -5.14 0.85
H 0.26 -3.63 0.03
H -0.49 -5.67 2.98
H -1.77 -4.81 4.90
H -2.58 -2.42 4.86
H -2.05 -1.05 2.88
C -3.82 -6.05 -0.86
C -3.48 -6.33 -2.18
C -2.62 -5.48 -2.86
C -2.11 -4.33 -2.26
C -2.47 -4.07 -0.94
C -3.32 -4.92 -0.24
Si -0.98 -3.18 -3.21
C 0.43 -4.15 -3.97
C 0.34 -4.58 -5.29
C 1.33 -5.37 -5.86
C 2.44 -5.75 -5.11
C 2.54 -5.34 -3.79
C 1.54 -4.56 -3.22
C -1.96 -2.30 -4.54
C -1.31 -1.62 -5.58
C -2.02 -0.85 -6.48
C -3.40 -0.73 -6.36
C -4.06 -1.39 -5.33
C -3.35 -2.17 -4.44
H -4.48 -6.72 -0.32
H -3.87 -7.21 -2.67
H -2.35 -5.71 -3.89
H -2.07 -3.19 -0.44
H -3.57 -4.70 0.80
H -0.51 -4.30 -5.90
H 1.24 -5.70 -6.89
H 3.21 -6.36 -5.56
H 3.39 -5.63 -3.20
H 1.63 -4.24 -2.19
H -0.24 -1.71 -5.69
H -1.51 -0.34 -7.29
H -3.96 -0.12 -7.06
H -5.14 -1.29 -5.23
H -3.87 -2.67 -3.64
N -6.97 1.13 -1.85
C -5.69 0.73 -1.57
C -4.59 1.55 -1.87
C -3.32 1.09 -1.60
N -3.05 -0.11 -1.07
C -4.10 -0.88 -0.78
C -5.41 -0.52 -1.01
H -7.14 2.10 -2.03
H -7.73 0.63 -1.41
H -4.73 2.53 -2.31
H -2.47 1.71 -1.83
H -3.90 -1.85 -0.35
H -6.21 -1.21 -0.75
C -1.01 3.42 5.74
C -1.28 2.71 4.43
C -2.60 2.53 4.02
C -2.84 1.85 2.83
C -4.24 1.65 2.33
C -1.77 1.37 2.08
C -0.40 1.54 2.44
C -0.22 2.26 3.66
N 0.56 1.00 1.65
C 1.98 1.17 1.90
C 2.69 0.43 0.76
C 4.22 0.53 0.85
C 4.63 2.01 0.82
C 3.97 2.75 1.99
C 4.40 2.12 3.31
C 4.01 0.64 3.34
C 4.68 -0.08 2.17
C 2.48 0.51 3.21
C 2.45 2.64 1.86
H -1.53 2.92 6.56
H -1.36 4.45 5.71
H 0.06 3.43 5.97
H -3.42 2.89 4.62
H -4.97 1.71 3.14
H -4.35 0.68 1.84
H -4.51 2.41 1.59
H -2.10 0.83 1.19
H 0.77 2.45 4.03
H 2.35 0.83 -0.21
H 2.40 -0.63 0.81
H 4.68 0.00 0.02
H 4.32 2.47 -0.13
H 5.72 2.10 0.88
H 4.25 3.80 1.96
H 3.93 2.65 4.15
H 5.49 2.22 3.44
H 4.32 0.19 4.28
H 4.43 -1.15 2.21
H 5.77 -0.01 2.26
H 2.00 0.95 4.08
H 2.19 -0.55 3.19
H 2.14 3.07 0.90
H 1.96 3.23 2.63
C -0.01 7.19 5.07
C 0.26 6.61 3.71
C -0.68 5.81 3.06
C -0.44 5.31 1.79
C 0.74 5.62 1.13
N 0.89 5.10 -0.18
C 2.02 5.13 -0.95
O 3.04 5.73 -0.70
N 1.91 4.45 -2.17
C 1.23 3.26 -2.51
C 1.20 2.90 -3.86
C 0.57 1.74 -4.23
C -0.02 0.95 -3.26
N 0.02 1.27 -1.97
C 0.62 2.41 -1.60
C 1.70 6.40 1.76
C 1.45 6.87 3.04
H -0.59 6.51 5.69
H -0.58 8.12 4.99
H 0.92 7.42 5.59
H -1.61 5.55 3.56
H -1.18 4.66 1.33
H 0.08 4.64 -0.56
H 2.68 4.68 -2.77
H 1.67 3.54 -4.59
H 0.52 1.43 -5.27
H -0.51 0.02 -3.51
H 0.64 2.58 -0.53
H 2.63 6.63 1.26
H 2.21 7.48 3.52
O 0.50 -2.37 -1.31
O -0.51 -1.89 -2.27
Br 3.30 -3.91 2.63
C 3.95 -3.42 0.91
C 5.31 -3.54 0.66
C 5.75 -3.16 -0.59
C 4.84 -2.68 -1.52
C 3.50 -2.60 -1.15
N 3.06 -2.98 0.06
H 5.98 -3.92 1.43
H 6.81 -3.23 -0.84
H 5.14 -2.36 -2.50
H 2.73 -2.24 -1.82
```

Calculated values
ΔE to the lowest compared entry with this formula, charge and spin: 1.91 kJ/mol
LUMO energy: 0.3 eV
highest occupied orbital energy: -6.1 eV


Record 2
Density functional theory data (ωB97M-V/def2-TZVPD) for C64H77BCaCl5N2O5Te as an isolated structure.

```
156
C64H77BCaCl5N2O5Te | the OMol25 dataset | ωB97M-V/def2-TZVPD
Ca 0.28 -0.89 -0.83
C -1.72 1.33 5.85
C -2.07 2.52 4.95
C -3.55 2.86 5.15
C -1.22 3.71 5.39
C -1.80 2.20 3.48
C -1.43 0.96 3.03
C -1.18 0.73 1.66
N -0.70 -0.44 1.18
C -0.06 -1.39 1.96
C 0.77 -1.07 3.06
C 1.40 -2.06 3.77
C 1.14 -3.39 3.39
C 0.37 -3.76 2.31
C -0.19 -2.74 1.47
O -0.79 -2.97 0.36
C 0.10 -5.21 1.93
C 0.67 -5.53 0.54
C 0.70 -6.21 2.92
C -1.42 -5.43 1.91
C 2.37 -1.79 4.92
C 2.56 -0.30 5.18
C 1.85 -2.45 6.20
C 3.74 -2.39 4.58
C -1.45 1.74 0.67
O -1.39 1.44 -0.60
C -1.73 3.05 1.16
C -1.92 3.22 2.52
C -1.91 4.27 0.23
C -1.64 5.59 0.97
C -0.94 4.27 -0.96
C -3.36 4.29 -0.27
H -1.92 1.60 6.89
H -0.67 1.05 5.76
H -2.32 0.45 5.61
H -3.76 3.13 6.19
H -4.18 2.01 4.88
H -3.85 3.70 4.51
H -1.33 3.89 6.46
H -1.51 4.63 4.88
H -0.16 3.54 5.17
H -1.29 0.13 3.71
H 0.93 -0.02 3.26
H 1.60 -4.17 3.98
H 1.75 -5.43 0.54
H 0.27 -4.84 -0.21
H 0.40 -6.55 0.27
H 1.79 -6.15 2.95
H 0.43 -7.22 2.61
H 0.32 -6.06 3.93
H -1.90 -4.76 1.20
H -1.84 -5.25 2.90
H -1.64 -6.46 1.62
H 1.61 0.18 5.45
H 2.95 0.21 4.30
H 3.26 -0.16 6.00
H 0.87 -2.05 6.46
H 2.53 -2.26 7.04
H 1.74 -3.53 6.09
H 4.15 -1.94 3.68
H 3.69 -3.47 4.41
H 4.44 -2.21 5.40
H -2.16 4.21 2.87
H -0.71 5.55 1.54
H -2.44 5.87 1.66
H -1.55 6.40 0.24
H 0.06 4.56 -0.63
H -1.28 5.00 -1.70
H -0.87 3.29 -1.42
H -4.05 4.34 0.57
H -3.58 3.38 -0.83
H -3.54 5.15 -0.93
Cl 2.17 1.28 -2.35
C 2.20 2.47 -0.99
C 1.77 2.08 0.25
C 1.91 3.05 1.21
Cl 1.44 2.69 2.90
C 2.41 4.33 0.98
Cl 2.54 5.52 2.25
C 2.78 4.69 -0.31
Cl 3.32 6.29 -0.67
C 2.67 3.74 -1.32
Cl 3.07 4.18 -2.96
C -2.12 -3.08 -2.51
C -1.69 -1.66 -2.70
O -0.44 -1.42 -2.96
N -2.58 -0.71 -2.58
Te -1.53 0.95 -3.05
C -3.08 2.38 -3.25
C -4.33 2.27 -2.65
C -4.69 1.22 -1.63
C -5.29 3.23 -2.95
C -5.02 4.32 -3.76
C -6.07 5.38 -4.01
C -3.74 4.45 -4.28
C -2.76 3.50 -4.04
C -1.39 3.71 -4.63
C -1.67 0.56 -5.17
C -2.89 0.46 -5.83
C -4.22 0.26 -5.16
C -2.89 0.48 -7.23
C -1.73 0.58 -7.97
C -1.77 0.63 -9.48
C -0.52 0.62 -7.29
C -0.48 0.60 -5.90
C 0.87 0.64 -5.22
H -1.55 -3.72 -3.19
H -3.19 -3.17 -2.70
H -1.91 -3.39 -1.49
H -5.29 0.42 -2.08
H -5.28 1.69 -0.85
H -3.83 0.75 -1.16
H -6.27 3.14 -2.48
H -7.06 5.01 -3.77
H -6.06 5.69 -5.06
H -5.89 6.27 -3.41
H -3.49 5.31 -4.88
H -1.30 4.72 -5.02
H -1.19 3.02 -5.45
H -0.59 3.58 -3.90
H -4.16 0.03 -4.09
H -4.71 -0.59 -5.63
H -4.87 1.13 -5.29
H -3.85 0.40 -7.74
H -2.79 0.47 -9.84
H -1.13 -0.13 -9.92
H -1.43 1.59 -9.85
H 0.41 0.64 -7.83
H 1.61 0.14 -5.85
H 0.86 0.12 -4.26
H 1.22 1.66 -5.03
C 7.41 -1.11 3.74
C 7.69 -2.23 2.72
C 8.29 -3.41 3.47
C 8.72 -1.73 1.70
C 6.39 -2.59 2.00
C 5.86 -3.88 2.02
C 4.65 -4.19 1.38
C 4.00 -3.18 0.72
O 2.82 -3.20 0.07
B 2.50 -1.84 -0.37
O 3.69 -1.08 0.00
C 4.52 -1.90 0.68
C 5.71 -1.58 1.29
H 8.32 -0.85 4.28
H 6.66 -1.43 4.46
H 7.04 -0.21 3.26
H 9.20 -3.09 3.99
H 8.56 -4.22 2.79
H 7.61 -3.81 4.22
H 9.66 -1.47 2.21
H 8.37 -0.84 1.18
H 8.93 -2.50 0.96
H 6.36 -4.66 2.56
H 4.23 -5.19 1.42
H 6.08 -0.57 1.25
```

Calculated values
charge: -2
LUMO energy (alpha / beta): 3.4 / 3.4 eV
multiplicity: 2
highest occupied orbital energy (alpha / beta): -1.4 / -1.8 eV